# 1
C11H15CoI2N7O2 | the ωB97M-V functional and the def2-TZVPD basis

Strongest force on any atom (eV/Å): 1.41
Total charge: +3
Lowest unoccupied orbital energy (spin up / spin down) (eV): -12.1 / -12.8
E_HOMO (spin up / spin down) (eV): -18.196 / -18.093
Gap between HOMO and LUMO (spin up / spin down) (eV): 6.12 / 5.25

Each line ends with the Löwdin charge.
Positions of all 38 atoms, in Å:
Co 0.005896 0.258855 0.072779  0.427
N 0.045101 0.319548 2.090509  0.085
N 1.400754 0.085050 2.506098  0.095
C 2.328079 -0.244002 1.561062  -0.324
N 3.587992 -0.474031 1.806673  0.300
N 1.728081 -0.240157 0.365913  -0.005
N 2.177725 -0.521944 -0.871397  -0.405
O 1.197395 -0.321265 -1.644294  -0.001
O 3.260026 -0.889766 -1.160575  0.178
H -0.290365 1.172883 2.544136  0.161
H -0.534947 -0.461866 2.413149  0.120
H 1.622303 0.129776 3.493861  0.192
H 3.975669 -0.424927 2.741365  0.170
H 4.213184 -0.739623 1.052904  0.152
N 0.690866 2.165492 -0.567083  0.147
C -0.264623 3.157435 -0.205392  -0.220
C -0.001687 4.488002 -0.021956  0.052
C -1.079703 5.382715 0.142550  0.005
C -2.371327 4.926541 0.114038  0.050
C -2.643452 3.538133 0.008682  -0.111
C -3.934673 2.975852 0.034697  0.083
C -4.072913 1.608752 0.012965  0.020
C -2.933601 0.805631 0.024190  -0.103
N -1.691128 1.298443 -0.029057  0.014
C -1.557258 2.659112 -0.090371  -0.162
H 1.652481 2.497442 -0.584303  0.155
H 0.470241 1.766124 -1.482409  0.130
H 1.015052 4.862870 -0.069140  0.141
H -0.880265 6.439520 0.252697  0.138
H -3.197109 5.622020 0.195479  0.146
H -4.804961 3.619881 0.080655  0.153
H -5.046809 1.139892 0.019719  0.139
H -3.050473 -0.264919 0.085063  0.013
I -1.310167 -2.176970 -0.124985  1.183
C -0.248182 -4.038668 -0.348548  -1.033
I 1.842177 -3.915794 -0.517948  0.936
H -0.654858 -4.467287 -1.257984  -0.008
H -0.500922 -4.605550 0.539057  -0.014

Atoms 1-2, force components in eV/Å:
0.1 1.3 0.5
0.5 -0.2 -0.2

# 2
C5H23NO7 | the ωB97M-V functional and the def2-TZVPD basis

Strongest force on any atom (eV/Å): 4.94
Lowest unoccupied orbital energy (eV): 0.3
ΔE to the lowest compared entry with this formula, charge and spin (kcal per mole): 116.62
E_HOMO (eV): -8.690
Gap between HOMO and LUMO (eV): 8.95

Each line ends with the Löwdin charge.
Positions of all 36 atoms, in Å:
C -0.451201 0.455975 2.046576  0.026
C 0.415674 -0.453585 2.555455  -0.201
C 0.181581 -1.888716 2.474945  -0.179
C 0.557353 -2.271355 0.981320  -0.276
N -0.580349 -2.419765 0.205256  -0.043
C -1.472496 -1.285129 -0.224778  -0.296
O -0.821011 -0.604284 -1.169911  -0.087
H -0.062105 1.488317 1.820653  0.065
H -1.257338 0.116887 1.564671  -0.032
H 1.031694 0.027836 3.255332  0.082
H -1.018675 -2.034821 2.718978  0.178
H 0.838898 -2.383664 3.193362  0.096
H 1.181535 -3.274461 0.948377  0.142
H 1.378740 -1.581717 0.625042  0.118
H -1.171120 -3.137325 0.531821  0.098
H -2.327419 -1.670489 -0.893313  0.160
H -1.940965 -0.712628 0.614652  0.085
H 0.155689 -0.682808 -1.237403  0.077
O -3.493083 1.066067 -0.272477  -0.067
H -2.935201 0.758034 -1.030900  0.022
H -3.512811 2.031139 -0.348583  0.042
O 3.255822 1.567086 0.492017  -0.036
H 2.434029 1.809571 0.126296  -0.046
H 3.833330 1.754947 -0.259304  0.046
O 0.386060 3.375063 0.215460  -0.070
H -0.437598 3.545025 -0.319393  0.078
H 0.323840 3.639445 1.135059  0.038
O 1.394390 1.225883 -2.195616  -0.059
H 0.451798 1.080951 -1.973621  0.002
H 1.582825 2.006040 -1.599721  0.049
O -1.547542 1.468823 -2.698537  -0.022
H -0.917513 1.650692 -3.300124  -0.029
H -1.197231 0.687816 -2.219213  -0.002
O 1.594179 -1.763544 -2.190317  -0.059
H 1.800428 -2.405011 -1.433035  0.078
H 2.345792 -1.186297 -2.139024  0.023

Atoms 1-2, force components in eV/Å:
4.7 1.2 0.8
-2.8 2.8 0.3

# 3
CH8NS | the ωB97M-V functional and the def2-TZVPD basis

Strongest force on any atom (eV/Å): 2.60
Total charge: +1
Lowest unoccupied orbital energy (eV): -4.1
ΔE to the lowest compared entry with this formula, charge and spin (kcal per mole): 16.79
E_HOMO (eV): -13.568
Gap between HOMO and LUMO (eV): 9.45

Each line ends with the Löwdin charge.
Positions of all 11 atoms, in Å:
N -1.637621 1.642770 0.571551  0.213
H -2.587559 1.281005 0.243468  0.182
H -1.007692 0.831462 0.247837  -0.045
H -1.531629 1.934461 1.617476  0.201
H -1.285283 2.459614 0.066811  0.136
C 1.620662 -1.737257 -0.241989  -0.430
S 0.748838 -0.134481 -0.126646  0.677
H 1.109001 -2.605670 -0.683370  0.049
H 2.036609 -1.946879 0.761313  0.048
H 2.362065 -1.591669 -1.069164  0.049
H 0.172609 -0.133355 -1.387287  -0.079

Atoms 1-2, force components in eV/Å:
-0.3 -0.4 0.6
1.1 1.4 1.0

# 4
C3H5N3 | the ωB97M-V functional and the def2-TZVPD basis

Strongest force on any atom (eV/Å): 0.44
Lowest unoccupied orbital energy (eV): 0.2
ΔE to the lowest compared entry with this formula, charge and spin (kcal per mole): 79.71
E_HOMO (eV): -7.382
Gap between HOMO and LUMO (eV): 7.55

Each line ends with the Löwdin charge.
Positions of all 11 atoms, in Å:
N 0.306019 1.601274 -1.596246  0.096
C 0.453198 0.665524 -0.741738  -0.519
C 0.325694 -0.755773 -0.848636  -0.126
N -0.412765 -1.019282 0.432751  0.006
C 0.148422 0.027317 1.330974  -0.148
N 0.647942 0.981473 0.695159  0.145
H 0.464153 2.495406 -1.135099  0.029
H -1.412546 -0.770618 0.366611  0.168
H -0.201672 -1.162410 -1.704740  0.068
H -0.349527 -1.969150 0.797701  0.158
H 0.031082 -0.093760 2.403264  0.124

Atoms 1-2, force components in eV/Å:
0.2 -0.1 0.2
-0.1 0.2 -0.2

# 5
C6H14Cl | the ωB97M-V functional and the def2-TZVPD basis

Strongest force on any atom (eV/Å): 0.47
Total charge: -1
Lowest unoccupied orbital energy (eV): 3.6
ΔE to the lowest compared entry with this formula, charge and spin (kcal per mole): 0.00
E_HOMO (eV): -3.739
Gap between HOMO and LUMO (eV): 7.37

Each line ends with the Löwdin charge.
Positions of all 21 atoms, in Å:
C -0.140132 2.084531 1.034911  -0.120
C 1.295047 -1.831308 -1.486448  -0.132
C -1.339222 1.360321 0.419291  -0.293
C 0.128648 -0.914589 -1.116588  -0.290
C -1.401702 -0.126529 0.786011  -0.248
C -0.168032 -0.941239 0.382421  -0.245
H -0.134142 1.940341 2.128430  0.075
H -0.196832 3.165479 0.822901  0.067
H 0.805978 1.694460 0.623431  0.031
H 1.062257 -2.872228 -1.205578  0.063
H 1.495497 -1.795858 -2.570508  0.064
H 2.206127 -1.517458 -0.949758  0.044
H -2.269901 1.841530 0.776681  0.095
H -1.305642 1.468831 -0.681868  0.097
H -0.778592 -1.230078 -1.666878  0.104
H 0.369608 0.119521 -1.429648  0.106
H -1.537012 -0.210479 1.881501  0.105
H -2.291071 -0.573729 0.301791  0.101
H 0.719928 -0.568849 0.928601  0.104
H -0.333152 -1.992968 0.685801  0.108
Cl 3.812346 0.900291 0.335501  -0.836

Atoms 1-2, force components in eV/Å:
0.1 -0.1 -0.1
0.1 0.0 0.0

The E_tot results, record by record, are as follows: -2938.94094, -785.58621, -495.55292, -281.46303, -697.27776 Ha.